ORCA calculation (ωB97M-V/def2-TZVPD) on a cluster of 13 separate species, C51H131N9O13 in total at a distorted geometry.

Geometry as ORCA input:
```
! RIJCOSX wB97M-V def2-TZVPD def2/J DEFGRID3
* xyz 0 1
C -2.842 0.824 -5.471
C -1.721 1.687 -5.979
C -2.152 2.825 -6.863
O -2.844 2.445 -8.068
C -2.011 2.004 -9.070
N -1.123 2.245 -4.734
H -2.417 0.083 -4.795
H -3.526 0.274 -6.154
H -3.600 1.448 -4.924
H -1.017 0.945 -6.419
H -1.298 3.512 -7.054
H -2.899 3.365 -6.262
H -1.319 2.797 -9.395
H -2.576 1.777 -9.976
H -1.548 1.070 -8.808
H -1.920 2.766 -4.284
H -0.448 2.945 -4.960
C 0.447 2.971 0.450
C 0.807 1.730 -0.288
C -0.107 0.581 0.066
O 0.052 0.223 1.430
C 1.009 -0.870 1.661
N 0.710 2.043 -1.761
H 1.250 3.699 0.472
H 0.243 2.652 1.469
H -0.562 3.347 0.071
H 1.798 1.488 -0.067
H 0.257 -0.366 -0.508
H -1.157 0.776 -0.142
H 0.589 -1.791 1.263
H 1.196 -0.947 2.730
H 2.003 -0.639 1.174
H -0.283 2.052 -2.090
H 1.129 1.413 -2.438
C -0.792 4.328 3.511
C 0.534 4.495 4.164
C 0.607 6.018 4.537
O 1.953 6.069 4.993
C 2.383 7.272 5.554
N 0.575 3.700 5.369
H -1.640 4.831 3.921
H -1.016 3.281 3.552
H -0.714 4.563 2.462
H 1.411 4.244 3.622
H -0.176 6.321 5.241
H 0.490 6.680 3.685
H 2.095 7.367 6.590
H 1.949 8.088 4.996
H 3.477 7.363 5.321
H -0.192 3.914 6.037
H 1.419 3.887 5.926
C 3.895 2.671 0.718
C 5.000 3.516 1.385
C 4.453 4.876 1.922
O 3.775 5.556 0.830
C 2.894 6.555 1.199
N 5.560 2.842 2.538
H 3.151 2.598 1.461
H 4.198 1.599 0.513
H 3.484 3.078 -0.235
H 5.770 3.718 0.665
H 5.212 5.518 2.381
H 3.682 4.691 2.712
H 1.918 6.276 1.605
H 2.812 7.253 0.375
H 3.376 7.123 2.030
H 5.026 3.011 3.354
H 5.754 1.877 2.415
C 6.033 -4.096 2.979
C 4.731 -3.742 3.708
C 3.875 -2.862 2.746
O 4.578 -1.805 2.226
C 4.972 -0.799 3.220
N 3.980 -4.854 4.217
H 5.771 -4.680 2.079
H 6.743 -4.714 3.561
H 6.511 -3.107 2.733
H 5.005 -3.187 4.639
H 2.984 -2.471 3.252
H 3.498 -3.441 1.937
H 6.078 -0.607 3.031
H 4.910 -1.090 4.243
H 4.334 0.103 3.051
H 3.116 -4.424 4.547
H 3.821 -5.616 3.533
C -1.821 -1.988 5.046
C -0.525 -2.842 5.078
C -0.545 -3.829 3.888
O 0.424 -4.846 4.100
C 0.266 -5.933 3.215
N 0.648 -2.012 5.221
H -2.766 -2.493 4.777
H -1.599 -1.205 4.320
H -1.854 -1.520 6.083
H -0.611 -3.504 5.987
H -0.274 -3.332 2.936
H -1.524 -4.295 3.744
H 0.906 -6.763 3.517
H 0.488 -5.676 2.209
H -0.751 -6.266 3.118
H 0.517 -1.037 5.549
H 1.482 -2.450 5.712
O -3.088 4.506 -3.152
H -3.488 5.269 -3.544
H -2.263 4.859 -2.781
O 1.810 4.474 -2.638
H 2.012 5.057 -1.887
H 1.294 3.688 -2.239
O -0.684 5.545 -2.182
H -0.600 5.455 -1.251
H 0.127 5.120 -2.604
O 1.243 1.044 4.189
H 0.800 0.935 3.311
H 0.913 1.806 4.720
C 4.825 -1.504 -3.147
C 3.326 -1.841 -3.340
C 3.046 -2.481 -4.686
C 3.620 -3.888 -4.714
C 2.981 -4.759 -3.672
C 3.105 -4.147 -2.236
N 2.654 -2.746 -2.298
O 2.808 -2.114 -0.946
C 2.226 -4.807 -1.196
C 4.506 -4.400 -1.654
C 2.548 -0.507 -3.344
H 5.081 -0.760 -3.849
H 5.407 -2.431 -3.170
H 5.057 -1.106 -2.145
H 1.988 -2.524 -4.945
H 3.470 -1.970 -5.543
H 4.673 -3.889 -4.403
H 3.479 -4.177 -5.779
H 3.413 -5.801 -3.638
H 1.909 -4.901 -3.957
H 2.491 -5.782 -1.308
H 2.521 -4.452 -0.201
H 1.146 -4.626 -1.286
H 4.623 -3.704 -0.813
H 4.559 -5.424 -1.238
H 5.341 -4.368 -2.386
H 2.983 0.149 -4.100
H 2.652 -0.001 -2.335
H 1.534 -0.699 -3.791
H 3.717 -2.117 -0.602
C -4.907 1.148 -1.626
C -5.920 1.707 -0.651
C -6.063 0.699 0.439
C -4.782 0.827 1.325
C -4.741 2.236 1.925
C -4.556 3.268 0.886
N -5.631 3.035 -0.105
O -5.638 4.028 -1.081
C -4.780 4.668 1.555
C -3.159 3.278 0.222
C -7.195 1.872 -1.404
H -5.342 0.428 -2.339
H -4.094 0.725 -1.094
H -4.471 1.977 -2.238
H -6.968 0.822 1.013
H -6.137 -0.322 0.056
H -3.991 0.584 0.613
H -4.763 0.085 2.141
H -3.921 2.291 2.583
H -5.666 2.441 2.463
H -4.155 4.844 2.434
H -4.537 5.427 0.803
H -5.839 4.776 1.857
H -2.506 3.027 1.045
H -3.030 2.462 -0.476
H -3.064 4.297 -0.210
H -7.083 2.493 -2.345
H -7.974 2.327 -0.723
H -7.522 0.851 -1.684
H -4.913 3.791 -1.645
C -3.211 -5.905 1.026
C -2.687 -5.483 -0.363
C -3.718 -5.847 -1.473
C -3.328 -5.130 -2.780
C -3.436 -3.646 -2.609
C -2.458 -3.215 -1.466
N -2.708 -4.032 -0.323
O -1.715 -3.669 0.629
C -1.007 -3.145 -1.978
C -2.740 -1.767 -1.072
C -1.385 -6.208 -0.775
H -3.317 -6.964 0.930
H -4.183 -5.361 1.244
H -2.517 -5.711 1.790
H -3.698 -6.938 -1.488
H -4.712 -5.503 -1.205
H -3.915 -5.454 -3.648
H -2.285 -5.314 -3.073
H -4.403 -3.402 -2.230
H -3.080 -2.970 -3.442
H -0.356 -2.871 -1.128
H -0.580 -4.081 -2.383
H -0.856 -2.374 -2.769
H -3.791 -1.725 -0.619
H -2.065 -1.426 -0.323
H -2.728 -1.061 -1.927
H -1.459 -6.606 -1.778
H -1.246 -6.970 0.007
H -0.563 -5.505 -0.713
H -2.111 -2.959 1.151
*
```

As for the LUMO energy: 0.43 eV. Its HOMO-LUMO gap is 8.554 eV. The HOMO energy is -8.123 eV.

Results of the Mulliken charge analysis, in e, for atoms 1 through 99: -1.18, 0.34, -0.50, -0.38, -0.71, -0.20, 0.18, 0.41, 0.17, 0.25, 0.46, 0.14, 0.29, 0.28, 0.27, -0.01, 0.21, -0.14, 2.00, 0.24, -0.14, 1.09, -0.10, 0.03, -0.19, -0.82, -0.27, -0.11, -0.47, -0.20, -0.63, -0.01, -0.05, 0.04, -1.56, 1.65, -1.23, -0.24, -0.96, -0.68, 0.70, 0.30, 0.15, -0.38, 0.38, 0.46, 0.30, 0.39, 0.23, 0.24, 0.23, -0.21, -0.12, -0.07, -0.33, -0.63, -0.61, -0.11, 0.13, 0.33, 0.31, 0.48, -0.32, 0.07, 0.29, 0.38, 0.25, 0.26, -1.21, 0.20, 0.73, -0.34, -0.57, -0.63, 0.22, 0.36, 0.24, 0.26, -0.26, -0.21, 0.31, 0.36, -0.05, 0.21, 0.29, -1.35, 0.17, 0.43, -0.41, -0.73, -0.27, 0.39, 0.21, 0.33, 0.13, -0.44, 0.42, 0.38, 0.10

=====

ORCA calculation (ωB97M-V/def2-TZVPD) on a structure of composition C51H40GeN6O3PtS at a distorted geometry.

Geometry as ORCA input:
```
! RIJCOSX wB97M-V def2-TZVPD def2/J DEFGRID3
* xyz -2 3
Pt 1.320 0.044 0.963
C -7.522 -3.377 -9.048
O -7.907 -3.097 -7.724
C -6.898 -2.769 -6.853
C -5.553 -2.693 -7.194
C -4.619 -2.342 -6.237
C -4.984 -2.057 -4.916
C -6.350 -2.144 -4.598
C -7.286 -2.493 -5.548
C -3.975 -1.695 -3.949
N -2.680 -1.608 -4.184
C -2.101 -1.241 -3.007
C -3.061 -1.099 -2.018
N -4.248 -1.396 -2.632
C -2.785 -0.667 -0.697
C -3.733 -0.422 0.288
C -3.321 0.149 1.480
C -1.956 0.390 1.682
N -1.007 0.059 0.828
C -1.398 -0.424 -0.403
C -0.400 -0.631 -1.366
N 0.915 -0.428 -0.979
C 1.866 -0.582 -1.908
C 1.620 -0.896 -3.227
C 0.298 -1.114 -3.643
C -0.711 -1.006 -2.714
H -8.435 -3.614 -9.590
H -6.842 -4.234 -9.100
H -7.040 -2.516 -9.523
H -5.221 -2.904 -8.201
H -3.569 -2.275 -6.490
H -6.695 -1.937 -3.592
H -8.339 -2.557 -5.302
H -5.155 -1.348 -2.208
H -4.780 -0.654 0.114
H -4.012 0.408 2.270
H -1.633 0.862 2.589
H 2.882 -0.461 -1.540
H 2.447 -0.976 -3.919
H 0.055 -1.378 -4.665
C -2.072 -5.865 5.516
C -1.783 -4.388 5.449
C -1.747 -3.607 6.598
C -1.509 -2.241 6.523
C -1.308 -1.647 5.289
C -1.314 -2.414 4.133
C -1.550 -3.775 4.218
S -1.143 0.140 5.193
O -0.808 0.569 6.543
O -2.429 0.602 4.714
N -0.080 0.351 4.042
C 1.263 0.342 4.155
C 1.943 0.445 5.404
C 3.299 0.315 5.493
C 4.018 0.085 4.324
C 3.323 0.054 3.142
N 1.987 0.198 2.997
H -2.135 -6.207 6.550
H -1.290 -6.436 5.012
H -3.016 -6.096 5.019
H -1.905 -4.075 7.564
H -1.471 -1.621 7.409
H -1.128 -1.939 3.179
H -1.549 -4.376 3.315
H 1.342 0.619 6.277
H 3.797 0.370 6.455
H 5.091 -0.052 4.329
H 3.853 -0.087 2.195
C 3.259 0.113 0.433
Ge 3.523 2.025 0.039
C 3.482 3.352 1.552
C 2.509 4.346 1.653
C 2.384 5.120 2.800
C 3.235 4.917 3.877
C 4.229 3.953 3.784
C 4.349 3.189 2.633
C 2.187 2.785 -1.259
C 2.427 3.098 -2.594
C 1.395 3.461 -3.453
C 0.091 3.518 -2.990
C -0.173 3.218 -1.659
C 0.863 2.858 -0.812
C 5.415 2.179 -0.625
C 5.891 2.917 -1.708
C 7.227 2.873 -2.089
C 8.132 2.098 -1.377
C 7.683 1.361 -0.288
C 6.343 1.397 0.068
H 1.833 4.520 0.825
H 1.610 5.878 2.858
H 3.120 5.499 4.784
H 4.901 3.787 4.619
H 5.126 2.433 2.578
H 3.436 3.035 -2.988
H 1.610 3.691 -4.492
H -0.717 3.785 -3.662
H -1.191 3.250 -1.285
H 0.637 2.608 0.219
H 5.211 3.549 -2.268
H 7.567 3.445 -2.946
H 9.175 2.065 -1.669
H 8.379 0.749 0.276
H 5.987 0.785 0.891
*
```

As for the LUMO energy (alpha / beta): 3.12 / 3.12 eV. Its HOMO-LUMO gap (alpha / beta) is 2.937 / 3.864 eV. The HOMO energy (alpha / beta) is 0.186 / -0.741 eV. The expectation value of S² is 2.0338.

Results of the Mulliken charge analysis, in e, for atoms 1 through 99: 0.85, -0.83, -0.47, 1.06, -0.38, -0.88, 0.37, -0.45, -0.74, 0.03, -0.82, 0.79, 0.46, -0.13, 0.07, -0.61, -1.20, -1.29, 0.11, 0.33, -0.40, -0.36, 0.11, -1.24, -0.52, 0.39, 0.24, 0.33, 0.33, 0.35, 0.47, 0.28, 0.38, 0.19, 0.30, 0.51, 0.98, 0.49, 0.40, 0.51, -1.37, 1.10, -0.77, -0.58, -0.07, -0.11, -0.95, 1.23, -0.78, -0.68, -0.10, -0.11, -0.71, -0.55, -0.97, 0.15, 0.39, 0.34, 0.32, 0.30, 0.27, 0.43, 0.49, 0.40, 0.54, 0.36, 0.43, 0.44, -1.49, 2.70, -0.14, 0.07, -0.74, -0.50, -0.54, -0.53, 0.33, -0.43, -0.79, -0.54, -0.92, -0.52, 0.17, -0.25, -0.69, -0.39, -0.75, -0.43, 0.37, 0.37, 0.34, 0.36, 0.21, 0.06, 0.35, 0.35, 0.37, 0.46, 0.29